Entry 1:
98
Properties=species:S:1:pos:R:3:forces:R:3 method="wB97M-V/def2-TZVPD" e_homo_ev=-9.33 charge=0
C 3.9667 -5.3947 -4.6416 -0.3 -1.0 -0.8
O 3.2824 -4.4392 -3.8284 0.9 -0.4 -0.1
C 4.1659 -3.8184 -2.8914 -0.2 1.0 0.6
C 4.8174 -2.5237 -3.5546 0.1 -1.4 -0.5
O 4.4351 -1.3282 -2.8691 0.2 0.3 -0.8
C 4.9627 -0.1740 -3.4907 1.6 0.5 0.6
N 4.5241 0.0073 -4.9121 -0.5 1.7 1.2
C 3.5709 0.8020 -4.9982 -0.4 -3.3 -0.7
O 2.4955 1.1960 -5.1957 1.9 -0.1 0.0
H 4.1625 -6.3260 -4.0371 0.1 0.8 -0.5
H 3.3178 -5.7298 -5.5210 0.6 0.7 1.3
H 4.9251 -5.0179 -5.0930 -0.7 -0.1 0.6
H 3.5293 -3.5243 -2.0056 0.7 -0.1 -1.0
H 4.9514 -4.5240 -2.4879 -0.7 0.6 -0.7
H 5.9434 -2.6499 -3.5937 -1.0 0.5 0.2
H 4.4298 -2.5187 -4.6178 0.4 0.2 1.1
H 4.7128 0.7392 -2.8781 -0.1 -1.2 -0.4
H 6.0913 -0.2220 -3.5032 -1.0 -0.2 -0.1
Br 0.8371 3.0703 -5.2201 -1.5 1.4 0.1
C -0.8922 2.5550 -4.4834 0.2 0.3 -0.3
C -1.6177 3.7407 -3.9024 -0.2 -0.2 0.3
Br -0.8835 4.2407 -2.1678 0.0 0.1 0.0
H -0.7047 1.7679 -3.7554 -0.1 0.1 0.0
H -1.4458 2.1406 -5.3244 0.0 0.0 0.1
H -2.6607 3.4943 -3.7076 0.1 0.0 0.0
H -1.5703 4.6254 -4.5336 0.1 -0.1 0.0
Br -2.9215 3.0574 2.9544 0.0 0.0 -0.1
C -1.7591 2.5731 1.4686 -0.2 -0.1 0.2
C -0.3079 2.6843 1.8591 0.2 0.1 -0.2
Br 0.2756 4.5429 1.8857 0.0 0.0 0.1
H -2.0288 3.2120 0.6300 0.1 0.0 0.1
H -2.0155 1.5409 1.2303 0.1 0.0 0.0
H 0.3280 2.1981 1.1192 -0.1 0.0 0.0
H -0.0942 2.2700 2.8425 -0.1 0.1 -0.1
Br 1.8712 -6.6800 -8.7677 0.0 -0.1 0.0
C 0.1805 -7.3417 -8.0594 0.0 0.2 -0.2
C -0.2186 -6.5983 -6.8116 -0.1 -0.2 0.2
Br 0.8124 -7.1994 -5.2709 -0.1 0.0 0.0
H 0.2997 -8.4115 -7.9016 0.0 0.1 0.1
H -0.5458 -7.1739 -8.8543 0.0 0.0 0.1
H -1.2579 -6.8072 -6.5557 0.1 0.0 -0.1
H -0.0783 -5.5219 -6.8872 0.0 -0.1 -0.1
Br -4.8110 3.9935 5.7699 -0.1 0.0 0.0
C -5.5811 2.7559 7.0592 0.1 0.2 0.1
C -4.8429 1.4423 7.0642 -0.1 -0.2 0.0
Br -5.3306 0.3490 5.5270 0.1 0.0 0.0
H -6.6359 2.6559 6.8120 0.1 -0.1 0.0
H -5.4842 3.2538 8.0236 0.0 -0.1 0.0
H -5.1224 0.8489 7.9346 0.0 0.1 0.0
H -3.7612 1.5582 7.0410 -0.1 0.1 0.0
Br 2.3102 -8.4236 -2.2358 0.0 -0.1 0.1
C 0.6055 -8.9873 -1.4844 0.1 0.0 -0.3
C -0.1512 -7.8185 -0.9077 -0.1 0.0 0.3
Br 0.5785 -7.2812 0.8162 0.0 0.1 -0.1
H 0.8220 -9.7627 -0.7526 -0.1 0.1 0.0
H 0.0575 -9.4244 -2.3197 0.0 0.1 0.0
H -1.1860 -8.0949 -0.7039 0.1 0.0 0.0
H -0.1337 -6.9384 -1.5481 0.1 -0.1 0.0
Br -5.1295 4.4563 -4.8468 0.0 0.0 -0.1
C -4.7618 3.2019 -6.2913 -0.2 0.2 0.0
C -5.2591 1.8190 -5.9561 0.2 -0.2 -0.1
Br -4.0716 0.9141 -4.7015 -0.2 0.0 0.0
H -3.6905 3.2393 -6.4800 -0.1 -0.1 0.0
H -5.2928 3.6008 -7.1551 0.0 -0.1 0.0
H -5.2634 1.1876 -6.8444 0.0 0.1 0.0
H -6.2511 1.8172 -5.5099 0.1 0.1 0.0
Br -3.5112 4.6485 9.5300 0.1 0.0 0.1
C -2.3640 6.2152 9.3888 -0.2 0.1 0.0
C -1.9473 6.4569 7.9602 0.3 0.1 0.0
Br -0.5494 5.2172 7.4087 -0.1 0.0 -0.1
H -1.5237 6.0550 10.0610 0.0 0.0 -0.1
H -2.9667 7.0444 9.7586 0.0 0.0 -0.1
H -1.5071 7.4480 7.8520 0.0 0.0 0.1
H -2.7652 6.3476 7.2504 0.0 -0.1 0.1
Br -3.2854 -5.1343 -5.3009 -0.1 0.0 0.0
C -4.0015 -6.3899 -3.9970 0.2 0.2 0.1
C -3.2085 -7.6721 -3.9830 -0.1 -0.2 0.0
Br -3.6521 -8.7988 -5.5092 0.1 0.1 0.0
H -5.0520 -6.5348 -4.2400 0.1 -0.1 0.0
H -3.9226 -5.8800 -3.0370 0.0 -0.1 0.0
H -3.4607 -8.2692 -3.1065 0.0 0.1 0.0
H -2.1315 -7.5112 -4.0105 -0.1 0.1 0.0
Br 3.0321 4.2001 4.9010 -0.1 0.0 0.1
C 3.1304 3.9012 6.8233 0.3 0.0 -0.2
C 3.4729 2.4684 7.1379 -0.2 -0.1 0.2
Br 1.9283 1.3025 6.9045 0.1 0.0 -0.1
H 2.1774 4.2179 7.2421 0.1 -0.1 0.0
H 3.9159 4.5701 7.1737 0.0 -0.2 0.0
H 3.7523 2.3625 8.1861 0.0 0.1 -0.1
H 4.2687 2.0700 6.5123 -0.1 0.1 0.0
Br 6.2488 7.0048 6.3714 -0.1 0.0 0.0
C 4.7105 8.1705 6.6335 0.3 0.1 -0.1
C 4.3872 8.3287 8.0972 -0.3 0.0 0.0
Br 3.4802 6.7515 8.7912 0.0 0.2 0.2
H 3.8904 7.7477 6.0560 0.0 0.0 0.1
H 5.0006 9.1270 6.1993 0.0 0.0 0.1
H 3.6868 9.1498 8.2492 0.0 0.0 -0.1
H 5.2661 8.4887 8.7179 0.0 0.0 -0.1

***

Entry 2:
9
Properties=species:S:1:pos:R:3:forces:R:3 method="wB97M-V/def2-TZVPD" e_homo_ev=-9.22 de_lowest_ev=1.9772 charge=0
C -0.4819 0.3590 0.2187 2.2 -3.0 -0.5
C 0.9348 0.4324 -0.6231 -2.6 -0.9 3.3
O -2.0886 -1.6288 1.0628 -0.9 -0.3 1.6
P -1.3402 -1.3256 -0.1398 1.0 0.8 -1.9
Br 2.0923 1.7555 0.0709 0.3 0.3 0.0
Br 1.7370 -1.4008 -0.4599 -0.3 0.9 -0.1
H -0.3593 0.1436 1.2816 0.9 0.3 0.1
H -1.2417 1.0801 0.2247 -0.6 1.7 -0.9
H 0.7477 0.5847 -1.6359 0.0 0.3 -1.6

***

Entry 3:
66
Properties=species:S:1:pos:R:3:forces:R:3 method="wB97M-V/def2-TZVPD" e_homo_ev=-12.96 de_lowest_ev=2.0978 charge=+2
O -1.2081 -0.1146 1.3345 0.9 -1.1 -0.6
V -0.1621 -1.3087 1.4615 -3.1 -0.9 1.6
O 0.1685 -1.8485 -0.0224 0.4 1.0 1.0
C 1.4795 -2.3542 -2.9437 0.6 -0.7 0.6
C 2.8514 -2.9861 -2.5415 -0.8 0.0 0.0
C 3.2097 -3.0587 -1.0497 -0.7 0.1 -0.5
O 2.1848 -3.6975 -0.2827 0.9 0.7 -1.6
C 2.5272 -3.6976 1.0932 0.5 0.4 0.2
N 2.9143 -4.4155 -3.0381 0.4 0.1 -1.3
H 2.0204 -4.8855 -3.0446 -0.3 -0.4 0.6
H 3.2432 -4.4671 -3.9916 -0.3 0.5 -0.9
H 3.6653 -4.9516 -2.6273 -0.2 -0.4 1.2
H 1.5009 -1.2878 -2.7191 0.1 -0.1 0.1
H 0.6806 -2.8158 -2.3633 0.0 0.1 0.2
H 1.2469 -2.4836 -4.0007 0.3 0.0 -0.1
H 3.6419 -2.4891 -3.1038 0.1 0.1 0.3
H 3.4839 -2.0372 -0.7864 -0.6 0.3 0.7
H 4.1692 -3.5718 -0.9848 0.2 -0.5 0.2
H 3.0005 -4.6477 1.3410 0.0 0.1 0.3
H 1.6682 -3.4974 1.7336 -0.3 -0.4 -0.3
H 3.2179 -2.8678 1.2426 0.3 -0.1 0.4
C 0.0697 2.8766 2.7006 0.0 0.3 -0.3
C 0.4583 3.9046 1.5926 -0.5 -1.3 1.5
C -0.4387 4.0576 0.3716 1.6 0.7 -0.6
O 0.3768 4.8399 -0.5363 -1.0 0.6 -1.0
C -0.3742 5.2586 -1.7330 -0.4 0.1 1.2
N 0.5973 5.3050 2.2529 0.4 -0.8 -0.6
H 0.9128 5.2382 3.2100 0.3 -0.3 0.5
H 1.2705 5.8464 1.7297 0.3 0.3 -0.3
H -0.2524 5.8498 2.2892 -0.7 0.0 -0.2
H 0.9681 2.5375 3.2163 0.1 0.6 0.5
H -0.2527 1.9040 2.3289 -0.6 0.3 -0.5
H -0.6655 3.2606 3.4078 0.0 -0.2 0.0
H 1.4681 3.5523 1.3820 0.0 0.8 -0.8
H -1.3585 4.5803 0.6339 -0.2 0.1 0.0
H -0.6848 3.1210 -0.1288 0.0 -0.3 0.5
H -0.5832 4.4082 -2.3819 0.1 -0.1 0.0
H 0.0435 6.0844 -2.3089 1.0 -0.4 0.3
H -1.3085 5.7157 -1.4071 -0.4 -0.3 0.1
C -1.2581 1.0483 -1.8785 1.0 0.2 0.0
C -1.8574 0.0707 -2.9028 -0.4 -0.9 1.9
C -2.4724 -1.2216 -2.2838 0.2 -0.5 0.9
O -3.3659 -0.9774 -1.2221 -0.1 0.3 0.0
C -3.7705 -2.1316 -0.3929 0.0 0.5 -0.7
N -2.9516 0.8889 -3.5404 1.2 -0.1 -0.5
H -3.4042 1.3045 -2.7388 -1.0 0.3 -0.1
H -2.4759 1.5929 -4.0864 0.0 0.8 0.0
H -3.5510 0.4448 -4.2212 -0.7 -0.7 0.3
H -0.2395 0.7979 -1.5823 -0.1 -0.6 0.0
H -1.7911 1.1962 -0.9393 -0.5 -0.5 -0.2
H -1.0944 2.0366 -2.3079 -0.3 0.2 -0.4
H -1.1219 -0.2439 -3.6433 -0.2 0.2 -0.2
H -1.6701 -1.8484 -1.8945 0.6 0.2 -0.1
H -2.9374 -1.8325 -3.0576 -0.3 0.1 -0.4
H -4.5199 -1.7492 0.3001 0.2 0.1 -0.1
H -2.9575 -2.5981 0.1636 0.3 0.4 -0.1
H -4.2392 -2.9027 -1.0043 0.0 0.1 -0.2
C 0.1108 -1.2698 6.1677 -0.5 0.1 -1.5
F -1.2141 -1.4734 6.2572 0.9 -0.2 0.7
F 0.5982 -0.6000 7.2245 -0.5 -1.3 -0.8
F 0.7230 -2.4860 5.9715 -0.6 2.1 0.5
S 0.2367 -0.0376 4.6801 0.8 2.7 2.3
O -0.9485 0.7998 4.7487 0.6 -0.9 0.0
O 1.4875 0.6757 4.9365 -0.8 -0.9 -0.6
O 0.2677 -0.7992 3.4298 0.9 -1.7 -2.1
Br -1.3341 -3.5420 2.4898 0.8 1.8 -1.0

***

Entry 4:
82
Properties=species:S:1:pos:R:3:forces:R:3 method="wB97M-V/def2-TZVPD" e_homo_ev="-13.95 / -13.99" de_lowest_ev=0.0929 s2=6.0636 charge=+2 spin_multiplicity=5
Pd 0.6420 0.2058 0.4158 0.0 0.4 0.3
C 3.4185 2.1240 -2.3954 0.1 -0.1 0.0
C 2.1254 2.0365 -1.8955 0.0 0.0 0.0
N 1.9887 0.9487 -1.1349 0.1 0.1 0.2
N 3.1853 0.3274 -1.1341 -0.2 -0.2 -0.4
C 4.0542 1.0048 -1.8934 0.0 0.0 0.0
B 3.2939 -1.1142 -0.6091 0.0 0.0 0.0
N 3.3033 -1.0887 0.9279 -0.3 -0.2 0.0
C 4.1383 -1.7357 1.7490 0.1 0.0 0.1
C 3.5817 -1.7728 3.0125 0.1 0.0 -0.1
C 2.3657 -1.1195 2.8679 -0.1 0.0 0.0
N 2.2025 -0.7017 1.6110 0.2 0.0 0.0
N 2.0439 -1.9135 -1.0813 -0.1 0.2 0.2
C 1.9886 -2.9998 -1.8623 0.0 0.0 0.0
C 0.6703 -3.3869 -2.0038 0.0 0.0 0.0
C -0.0465 -2.4605 -1.2497 0.1 -0.1 0.0
N 0.7873 -1.5853 -0.6939 0.1 -0.1 -0.2
H 3.8326 2.8747 -3.0425 0.0 0.0 0.0
H 1.2942 2.6867 -2.0828 -0.1 0.1 0.1
H 5.0563 0.6383 -2.0310 0.0 0.0 0.0
H 4.2817 -1.6332 -1.0232 0.1 0.0 0.0
H 5.0651 -2.1305 1.3706 0.0 0.0 0.0
H 3.9932 -2.2080 3.9043 0.0 0.0 0.0
H 1.6061 -0.9695 3.6107 0.0 0.0 0.0
H 2.8952 -3.4225 -2.2592 0.0 0.0 0.0
H 0.2868 -4.2201 -2.5623 0.0 0.0 0.0
H -1.1079 -2.3902 -1.0833 0.0 0.0 0.0
C 0.5354 2.4906 3.3862 0.1 0.0 0.0
C -0.1745 1.1991 3.7954 0.0 0.0 0.0
C -1.0922 1.4263 4.9955 0.0 0.0 0.0
P -0.9568 0.4591 2.2982 -0.1 -0.1 -0.3
C -1.9312 -1.0264 2.7621 0.0 0.0 0.1
C -1.0438 -2.1058 3.3766 0.1 0.0 0.0
C -2.6597 -1.5455 1.5263 0.0 0.0 -0.1
C -2.2741 1.6652 1.8782 -0.2 -0.1 0.3
C -3.3716 1.8019 2.7044 0.1 0.0 -0.1
C -4.4214 2.6988 2.4506 0.0 0.0 0.0
C -5.5720 2.8221 3.3890 0.0 0.0 0.0
C -4.3576 3.4874 1.2889 0.1 0.0 -0.1
C -3.3047 3.3737 0.4300 -0.2 0.1 0.0
C -2.2310 2.4624 0.6933 0.0 0.0 -0.1
N -1.2435 2.3463 -0.1741 0.0 0.1 -0.1
C -1.0739 3.0087 -1.3315 0.1 0.0 0.2
C -1.4478 2.3623 -2.5555 0.0 0.1 -0.2
C -1.9828 0.9704 -2.5104 0.0 -0.1 0.0
C -1.3204 3.0797 -3.7163 0.0 -0.2 0.1
C -0.8147 4.3941 -3.7228 0.0 0.0 -0.1
C -0.7156 5.1611 -4.9900 0.0 0.0 0.0
C -0.3959 4.9857 -2.5109 0.1 0.0 0.2
C -0.4792 4.3211 -1.3187 0.0 0.1 -0.1
C -0.0218 4.9063 -0.0237 0.0 0.1 0.0
H 1.0987 2.8831 4.2327 0.0 0.0 0.0
H -0.1863 3.2552 3.0888 0.0 0.0 0.0
H 1.2429 2.3323 2.5657 0.0 0.0 0.0
H 0.5917 0.4782 4.0874 -0.1 0.0 0.0
H -1.7514 2.2788 4.8325 0.0 0.0 0.0
H -0.4829 1.6564 5.8699 0.0 0.0 0.0
H -1.6976 0.5547 5.2455 0.0 0.0 0.0
H -2.6698 -0.7122 3.5046 0.0 0.0 0.0
H -0.2571 -2.4115 2.6828 0.0 0.0 0.0
H -1.6490 -2.9859 3.5944 0.0 0.0 0.0
H -0.5844 -1.7890 4.3136 0.0 0.0 0.0
H -1.9414 -1.8461 0.7608 0.0 0.0 0.1
H -3.3376 -0.8068 1.0957 0.0 0.0 0.0
H -3.2467 -2.4247 1.7920 0.0 0.0 0.0
H -3.4542 1.1958 3.5951 0.0 0.0 0.0
H -5.5313 2.0764 4.1795 0.0 0.0 0.0
H -6.5174 2.7163 2.8552 0.0 0.0 0.0
H -5.5758 3.8124 3.8503 0.0 0.0 0.0
H -5.1583 4.1838 1.0755 0.0 0.0 0.0
H -3.2639 3.9740 -0.4699 0.0 0.0 0.0
H -2.9744 0.9579 -2.0509 0.0 0.0 0.0
H -1.3382 0.3153 -1.9160 0.0 0.1 -0.1
H -2.0674 0.5566 -3.5125 0.0 0.0 0.0
H -1.6063 2.6347 -4.6606 0.0 -0.1 0.0
H -0.8605 4.5345 -5.8656 0.0 0.0 0.0
H 0.2429 5.6766 -5.0618 0.0 0.0 0.0
H -1.4848 5.9398 -4.9950 0.0 0.0 0.0
H 0.0166 5.9864 -2.5422 0.0 0.0 0.0
H 0.6137 5.7718 -0.1946 0.0 0.0 0.0
H 0.5297 4.1727 0.5656 0.0 0.0 0.0
H -0.8794 5.2286 0.5728 0.0 0.0 0.0

***

Entry 5:
60
Properties=species:S:1:pos:R:3:forces:R:3 method="wB97M-V/def2-TZVPD" e_homo_ev="-12.53 / -12.53" de_lowest_ev=0.0000 s2=0.7541 charge=+1 spin_multiplicity=2
O -3.9017 -0.9473 0.6953 0.0 -0.2 -0.3
H -3.8292 -0.8932 1.6482 0.2 -0.1 0.5
H -3.7467 -0.0528 0.3917 -0.2 0.3 -0.3
O -3.2262 1.0342 -1.3819 -0.3 0.4 -0.2
H -2.4167 0.6987 -0.9967 0.4 -0.5 0.3
H -2.9362 1.6845 -2.0216 -0.2 0.2 -0.2
O -2.6101 -2.9386 -1.0437 0.4 -0.6 -0.2
H -2.4857 -2.2741 -0.3661 -0.5 0.4 0.3
H -2.3096 -2.5187 -1.8497 -0.1 0.1 -0.2
O -1.1657 -0.2240 -0.1129 0.3 0.5 0.1
H -1.0972 -0.7678 0.6719 -0.3 -0.2 0.3
H -0.3930 -0.4510 -0.6303 0.5 -0.4 -0.3
C 0.9470 -3.2999 0.4062 0.2 0.2 -0.3
C 1.9336 -2.3248 -0.3147 0.5 -2.4 2.2
C 3.1164 -3.0664 -0.9305 0.9 0.5 0.9
O 1.2597 -1.6729 -1.3151 -1.1 1.6 -1.5
H 0.4688 -3.9630 -0.3149 0.2 -0.2 -0.2
H 0.1014 -2.7841 0.8612 0.1 0.3 0.1
H 1.4128 -3.9212 1.1711 0.2 0.1 -0.1
H 2.2587 -1.6053 0.4368 0.2 0.3 -0.2
H 3.7801 -3.5177 -0.1929 -0.6 -0.6 0.3
H 3.8447 -2.3570 -1.3235 -0.4 0.2 -0.7
H 2.8042 -3.8050 -1.6688 0.1 0.0 0.0
H 1.0258 -2.3720 -1.9300 -0.4 0.0 -0.4
C 3.5075 -0.1421 -3.5090 0.8 0.2 0.2
C 3.0360 1.2205 -3.0071 0.4 -0.7 -2.7
C 3.0084 2.2022 -4.2287 0.4 0.0 0.8
O 1.6882 0.9896 -2.6203 -0.7 1.7 0.9
H 4.5210 -0.1360 -3.9103 -0.1 0.3 -0.3
H 2.7879 -0.4072 -4.2836 0.2 -0.4 -0.1
H 3.5566 -0.8998 -2.7269 -0.4 0.1 0.0
H 3.6589 1.6128 -2.2032 -0.1 0.1 0.2
H 2.3504 1.9045 -5.0451 -0.3 -0.3 0.4
H 3.9792 2.2984 -4.7150 0.3 -0.1 0.4
H 2.7382 3.2024 -3.8902 -0.2 0.1 -0.1
H 1.5820 0.0634 -2.3915 -0.1 -0.5 0.5
C 0.5117 2.6350 0.4098 0.8 -0.9 -0.6
C 1.1089 3.7782 -0.4155 -2.4 1.0 1.0
C 2.5823 4.0877 -0.1134 2.1 -0.2 -0.3
O 1.0414 3.5566 -1.7646 0.0 1.2 0.4
H 1.1656 1.7645 0.3578 0.0 -0.2 0.0
H -0.4268 2.3597 -0.0713 -0.2 0.0 0.5
H 0.4155 2.8870 1.4659 -0.1 0.4 -0.2
H 0.4539 4.6409 -0.2929 0.5 0.7 0.2
H 2.9763 4.8770 -0.7536 -0.3 0.0 0.1
H 3.1492 3.1784 -0.3136 0.0 -0.1 -0.3
H 2.8487 4.3023 0.9215 -1.0 0.2 0.2
H 1.2805 2.6368 -1.9000 0.4 -2.7 -1.2
C -5.1899 -0.9321 4.0690 0.8 -0.6 -0.4
C -3.6976 -0.5896 4.3665 -1.3 0.3 -0.7
C -3.1675 -1.0645 5.6859 -0.3 0.5 -0.3
O -2.8287 -1.0153 3.2955 -0.6 -0.4 -0.1
H -5.3886 -2.0038 4.0794 0.2 -0.2 0.3
H -5.4919 -0.6371 3.0641 0.1 0.4 0.0
H -5.8698 -0.4654 4.7817 0.3 0.1 0.1
H -3.6653 0.4998 4.3541 0.1 0.3 0.2
H -3.7215 -0.5008 6.4366 0.3 -0.2 0.4
H -2.1276 -0.7398 5.6504 0.2 -0.3 0.7
H -3.2610 -2.1392 5.8415 0.1 0.1 0.0
H -1.9475 -0.6859 3.4867 0.0 0.0 0.1